<a>
# C6H15NO

An isolated molecule of C6H15NO (ωB97M-V with the def2-TZVPD basis set, the Open Molecules 2025 dataset).

- HOMO level (eV) = -9.32
- structure (SMILES) = CC(C)C[C@@H](N)CO
- E_LUMO (eV) = 0.935
- HOMO-LUMO gap (eV) = 10.257

Element x y z (Å)
O: 3.27076 -0.08445 -0.55612
N: 1.34358 -0.95821 1.32875
C: -1.85362 0.06754 0.18498
C: -0.40499 -0.03442 -0.41093
C: -2.40795 1.48206 0.12699
C: 2.02136 0.49564 -0.80525
C: 0.94105 0.10097 0.45621
C: -2.81616 -1.00018 -0.38928
H: 1.48227 -1.83930 0.96219
H: 3.40554 0.01797 0.49497
H: 2.18375 1.59578 -0.81859
H: -2.36755 -1.59152 -1.11274
H: 0.61159 -1.04297 1.97605
H: 1.90005 0.22125 -1.83606
H: -0.13858 -1.02500 -0.97038
H: -2.92384 -1.90772 0.23355
H: -3.32691 1.48317 0.72351
H: 0.95049 0.99586 1.09026
H: -2.65750 1.90714 -0.83276
H: -0.42714 0.67449 -1.19025
H: -1.60918 -0.13733 1.35918
H: -3.81129 -0.71251 -0.58645
H: -1.72100 2.07415 0.67896

=====

<b>
# C6H15NO

A cluster of 2 separate species, C6H15NO in total (ωB97M-V with the def2-TZVPD basis set, the Open Molecules 2025 dataset).

- HOMO level (eV) = -7.87
- structure (SMILES) = C=C(CCC)NC.O
- E_LUMO (eV) = 0.828
- HOMO-LUMO gap (eV) = 8.703

Element x y z (Å)
O: -0.94105 1.99764 2.11314
N: -0.19769 1.11582 -0.75862
C: -2.02080 -0.40817 -0.95783
C: 1.09792 -1.36790 0.06402
C: -0.73322 -0.10265 -1.05569
C: 1.17805 1.55488 -0.56793
C: 0.22380 -1.24197 -1.22442
C: 0.40362 -1.29257 1.42717
H: -1.62649 2.30861 1.51419
H: 1.24199 2.61800 -0.98336
H: -0.52225 -2.16021 -1.48601
H: 0.33880 -0.14146 1.54371
H: -2.61955 0.47609 -0.91066
H: 1.91696 1.01665 -1.16812
H: -2.52719 -1.42521 -0.97619
H: 1.60271 1.55671 0.52280
H: 0.84294 -1.73660 2.20962
H: 1.94926 -0.68261 -0.04578
H: -0.95372 1.76591 -0.47995
H: -0.50675 -1.74493 1.45068
H: -0.66912 1.12971 1.86010
H: 1.02245 -0.85750 -2.04942
H: 1.49934 -2.37824 -0.04145

=====

<a> is the most stable structure; the next one sits 0.179 eV above it.

=====

<a>
# C6H15NO

A cluster of 2 separate species, C6H15NO in total (ωB97M-V with the def2-TZVPD basis set, the Open Molecules 2025 dataset).

- HOMO level (eV) = -8.92
- structure (SMILES) = C=C(CC)CCN.O
- E_LUMO (eV) = 0.436
- HOMO-LUMO gap (eV) = 9.354

Element x y z (Å)
O: 2.45262 -0.67199 3.36304
N: 0.64927 3.05723 0.34269
C: -1.60430 -2.35742 -0.71187
C: -1.35998 -0.92072 -0.25020
C: -0.21403 1.14983 -1.21241
C: 0.95060 -1.09965 -0.89186
C: -0.19406 -0.37322 -0.95958
C: -0.40004 2.04844 0.17662
H: -2.50445 -2.92563 -0.17812
H: 1.10865 -2.08171 -0.35420
H: 1.39619 2.42214 0.61272
H: -0.73173 -3.08879 -0.50191
H: -0.99657 1.42305 -1.87044
H: -2.26914 -0.33949 -0.35447
H: 2.01541 -1.01714 -1.22465
H: -2.07201 -2.48945 -1.69278
H: 2.70048 -0.76796 2.42766
H: 0.72743 1.43773 -1.65553
H: 0.90124 3.66882 -0.49873
H: -0.43971 1.31601 1.09589
H: -1.02530 -1.16732 0.80344
H: 2.43821 0.35414 3.27474
H: -1.52880 2.42308 0.25997

=====

<b>
# C6H15NO

A cluster of 2 separate species, C6H15NO in total (ωB97M-V with the def2-TZVPD basis set, the Open Molecules 2025 dataset).

- HOMO level (eV) = -7.85
- structure (SMILES) = CCC/C=C(/C)N.O
- E_LUMO (eV) = 0.756
- HOMO-LUMO gap (eV) = 8.609

Element x y z (Å)
O: -3.74735 2.93984 3.71002
N: 2.45460 0.25930 0.29663
C: 1.10930 -1.21291 -1.03001
C: -0.77713 -0.58420 0.49880
C: 2.02242 -0.24983 -0.92020
C: -2.07195 -0.45890 -0.39949
C: 0.21394 -1.65854 0.08956
C: 2.74657 0.29934 -2.12030
H: -1.18059 -0.73051 1.49452
H: 3.13113 0.99716 0.25105
H: 2.72514 1.38705 -2.09369
H: -0.29678 -2.58886 -0.14404
H: -3.72589 2.63551 2.80261
H: -2.06583 0.50761 -0.91093
H: 1.77632 0.37249 1.03045
H: 0.75413 -1.94438 0.99716
H: -2.88129 -0.40952 0.32370
H: 0.88484 -1.58971 -2.02003
H: -0.33179 0.41695 0.49873
H: 2.19982 0.06286 -3.03467
H: 3.73018 -0.13975 -2.30896
H: -4.59604 2.89393 4.14800
H: -2.07377 -1.20490 -1.15891

=====

<c>
# C6H15NO

An isolated molecule of C6H15NO (ωB97M-V with the def2-TZVPD basis set, the Open Molecules 2025 dataset).

- HOMO level (eV) = -8.91
- structure (SMILES) = CCN[C@@H](C)[C@@H](C)O
- E_LUMO (eV) = 1.010
- HOMO-LUMO gap (eV) = 9.924

Element x y z (Å)
O: 1.36651 2.43067 -0.22842
N: 0.06842 -0.98732 -0.01700
C: -0.48292 1.34268 1.13818
C: 1.31963 0.96236 -0.35568
C: -2.23380 -2.24500 0.15967
C: -0.10333 0.49476 -0.09019
C: -1.00008 -1.65353 0.82621
C: 2.09485 0.78129 -1.68878
H: -2.49031 -1.58475 -0.70431
H: 2.16383 2.53902 0.30278
H: -0.75107 2.33485 0.87405
H: 0.34733 1.40789 1.87070
H: 1.84304 1.56561 -2.39649
H: 1.93363 -0.21672 -2.11783
H: -1.32644 0.78823 1.53336
H: -0.74640 0.86108 -0.92326
H: 3.13178 0.80999 -1.35040
H: -3.10392 -2.23861 0.85282
H: 1.90394 0.50440 0.49433
H: 0.13790 -1.32065 -0.96025
H: -0.51014 -2.45470 1.43538
H: -2.22420 -3.22924 -0.27875
H: -1.33826 -0.89229 1.62388

=====

<d>
# C6H15NO

An isolated molecule of C6H15NO (ωB97M-V with the def2-TZVPD basis set, the Open Molecules 2025 dataset).

- HOMO level (eV) = -9.40
- structure (SMILES) = NCCCCCCO
- E_LUMO (eV) = 0.933
- HOMO-LUMO gap (eV) = 10.337

Element x y z (Å)
O: 2.53610 -2.31833 -1.79486
N: -1.33928 2.49269 2.06292
C: -1.45706 0.52455 0.67289
C: -0.02999 0.08777 0.69931
C: 1.32598 -2.24295 -0.85117
C: -1.59037 2.00650 0.69889
C: 0.33045 -1.24462 -1.32260
C: 0.58048 0.10047 -0.71966
H: -2.65815 2.29714 0.45330
H: 1.86652 -2.03552 0.09972
H: 0.23825 0.93803 -1.26892
H: -0.89042 2.45356 -0.03588
H: -2.02008 0.00446 1.56170
H: 1.07554 -3.29065 -1.09913
H: -0.70101 -1.63868 -1.30374
H: 0.63973 0.66483 1.37277
H: 1.76662 0.28158 -0.64093
H: 0.05846 -1.01767 0.94621
H: -2.08754 0.09697 -0.13046
H: -0.59674 1.90576 2.44565
H: 3.40607 -2.26318 -1.34132
H: 0.50553 -1.23533 -2.54303
H: -0.95907 3.43264 2.03834

=====

<b> is the most stable structure; the next one sits 0.715 eV above it.

=====

<a>
# C6H15NO

A structure of composition C6H15NO (ωB97M-V with the def2-TZVPD basis set, the Open Molecules 2025 dataset).

- HOMO level (eV) = -8.06
- E_LUMO (eV) = 0.786
- HOMO-LUMO gap (eV) = 8.846

Element x y z (Å)
O: -1.96121 0.24561 -0.17574
N: 2.72978 0.98319 -0.20495
C: -2.72497 0.24930 0.97922
C: 0.23226 -0.43404 1.32788
C: 1.77990 0.63187 -1.19857
C: -0.22181 -0.32061 -0.10716
C: -0.21282 -1.62668 -0.86537
C: 0.03388 0.91536 -0.80221
H: 1.23293 -0.86118 1.40140
H: -0.36973 -1.47238 -1.93164
H: -2.25820 0.84382 1.79087
H: -3.70342 0.70531 0.77195
H: -0.42710 -1.12052 1.86021
H: 2.55273 1.88314 0.22218
H: -0.44931 1.01283 -1.76783
H: 0.72975 -2.15625 -0.72600
H: 0.04010 1.79803 -0.16878
H: 1.97544 -0.36693 -1.58111
H: 2.87347 0.26770 0.49463
H: 0.20021 0.52483 1.84155
H: -2.88738 -0.77063 1.37118
H: -1.02716 -2.24371 -0.48568
H: 1.86266 1.31195 -2.04605

=====

<b>
# C6H15NO

An isolated molecule of C6H15NO (ωB97M-V with the def2-TZVPD basis set, the Open Molecules 2025 dataset).

- HOMO level (eV) = -8.62
- structure (SMILES) = CN(C)CCCCO
- E_LUMO (eV) = 0.942
- HOMO-LUMO gap (eV) = 9.565

Element x y z (Å)
O: 0.92733 0.35338 -3.26550
N: -0.03047 0.28697 1.16477
C: 0.65657 -0.83967 0.50641
C: 0.82107 0.83387 2.21244
C: -1.30061 -0.14357 1.74605
C: -0.71941 -0.14578 -1.54204
C: -0.10889 -1.29527 -0.76414
C: 0.32432 0.86214 -2.06966
H: 1.66109 -0.53536 0.20723
H: -1.36607 0.46773 -0.91059
H: 1.13991 0.09474 2.96051
H: 0.79012 1.00414 -3.96921
H: 0.69614 -1.62223 1.26485
H: 1.63809 1.36288 1.71626
H: -1.24617 -0.50647 -2.42454
H: -2.14359 0.31655 1.24320
H: 1.09615 1.04870 -1.31550
H: -0.12817 1.84864 -2.21133
H: 0.33350 1.62892 2.78191
H: -0.71410 -2.13319 -0.41190
H: -1.39755 0.07564 2.81310
H: -1.55008 -1.21758 1.71351
H: 0.62082 -1.74517 -1.44584

=====

<c>
# C6H15NO

An isolated molecule of C6H15NO (ωB97M-V with the def2-TZVPD basis set, the Open Molecules 2025 dataset).

- HOMO level (eV) = -8.96
- structure (SMILES) = CC(C)CNCCO
- E_LUMO (eV) = 0.896
- HOMO-LUMO gap (eV) = 9.860

Element x y z (Å)
O: 0.04998 1.91317 -1.11396
N: 1.51490 -0.68071 -0.58964
C: 1.34778 1.66520 -1.61288
C: -1.80831 -1.23994 -0.26474
C: 0.57615 -0.89055 0.53165
C: 2.05442 0.74086 -0.51089
C: -1.43471 -0.34122 1.96759
C: -0.89381 -0.52350 0.58573
H: 1.28195 1.36972 -2.62544
H: -0.39020 1.00475 -1.13074
H: -0.82096 0.60426 0.08947
H: -2.54905 -0.11686 1.81573
H: 3.14927 0.55953 -0.43999
H: -2.83769 -0.73332 -0.27038
H: 0.86461 -2.05653 0.68721
H: -1.06316 -1.05769 2.61812
H: 0.82240 -0.91153 -1.40348
H: 1.16672 -0.41084 1.45820
H: 1.81915 2.63029 -1.45319
H: -1.11733 0.67954 2.49442
H: -1.50098 -1.18001 -1.32813
H: 1.85469 1.21151 0.51842
H: -2.08580 -2.23615 -0.02307

=====

<b> is the most stable structure; the next one sits 1.519 eV above it.

=====

<a>
# C6H15NO

An isolated molecule of C6H15NO (ωB97M-V with the def2-TZVPD basis set, the Open Molecules 2025 dataset).

- HOMO level (eV) = -8.62
- structure (SMILES) = CC[C@H](C)N[C@@H](C)O
- E_LUMO (eV) = 1.081
- HOMO-LUMO gap (eV) = 9.698

Element x y z (Å)
O: -1.04451 2.31800 0.20997
N: -0.98088 0.00508 0.50341
C: -0.74082 1.10223 -0.42360
C: -1.51587 0.94341 -1.72613
C: -0.02839 -1.07125 0.51757
C: -0.22447 -2.04053 -0.63887
C: 1.55840 -0.47711 0.45764
C: 1.86382 0.44392 1.63073
H: -2.57818 0.84012 -1.50977
H: 0.07863 -1.59051 -1.58109
H: 0.39437 1.08843 -0.59832
H: 1.30668 1.37559 1.55704
H: 1.58927 -0.03129 2.57358
H: 0.37850 -2.93171 -0.47794
H: -1.26995 -2.33465 -0.71658
H: -1.19599 0.05672 -2.26977
H: 2.92640 0.68513 1.67268
H: -1.36128 1.82011 -2.35269
H: -2.00421 2.42331 0.22247
H: -0.16261 -1.59727 1.46732
H: -1.03957 0.40945 1.43238
H: 2.15944 -1.38453 0.54139
H: 1.89121 -0.05263 -0.49144

=====

<b>
# C6H15NO

A cluster of 2 separate species, C6H15NO in total (ωB97M-V with the def2-TZVPD basis set, the Open Molecules 2025 dataset).

- HOMO level (eV) = -9.73
- structure (SMILES) = CCC(N)=O.CCC
- E_LUMO (eV) = 0.861
- HOMO-LUMO gap (eV) = 10.593

Element x y z (Å)
O: 0.77665 1.86625 -0.65753
N: 0.05366 2.59192 1.29812
C: -0.18861 2.07413 0.05640
C: -1.95264 0.46084 -1.16836
C: 0.70252 -2.80552 -0.26637
C: -1.67767 1.72634 -0.32440
C: 2.10234 -2.18738 -0.29525
C: 0.15563 -2.97712 1.16279
H: -0.54333 2.83192 1.96960
H: -0.35567 -2.04496 1.53359
H: 1.05557 2.72735 1.56113
H: 0.93964 -3.05255 1.94838
H: 1.94037 -1.05051 -0.45073
H: -2.24876 1.86532 0.49076
H: -1.74508 2.51934 -1.11987
H: 2.70204 -2.45421 0.65750
H: -2.98922 0.37299 -1.29409
H: 0.00738 -2.27951 -0.83703
H: 0.82366 -3.90502 -0.73314
H: 2.62084 -2.73069 -1.07523
H: -0.62381 -3.70880 1.41295
H: -1.70209 -0.46115 -0.77379
H: -1.31979 0.54921 -2.10542

=====

<a> is the most stable structure; the next one sits 0.623 eV above it.